No. 1
A molecular structure, C13H18F4N4O2Sn in a non-equilibrium geometry. Source: OMol25; level of theory: ωB97M-V/def2-TZVPD.

Geometry as ORCA input:
```
! wB97M-V def2-TZVPD RIJCOSX def2/J DEFGRID3
* xyz 2 1
Sn 0.072 -1.845 -0.742
F -2.547 3.310 0.217
F -2.273 -0.930 -1.906
F -4.587 -0.367 -3.217
F -4.818 3.791 -1.068
O 0.380 -3.567 3.135
O 0.328 -2.285 1.315
N 0.209 -4.466 -0.274
N 1.637 0.466 0.679
N -1.177 0.768 -0.183
N 0.445 -4.549 1.115
C -3.031 2.374 -0.594
C 1.810 1.009 -0.637
C 0.375 -3.438 1.944
C 3.678 -0.982 0.578
C -2.313 1.144 -0.774
C 2.262 2.473 -0.651
C 0.621 1.023 1.528
C -4.738 1.740 -2.194
C -4.208 2.646 -1.285
C -4.085 0.520 -2.382
C 2.791 -0.045 1.383
C -0.627 1.579 0.848
C -2.915 0.244 -1.704
H 4.434 -1.402 1.236
H 0.369 -5.449 1.576
H 2.555 0.406 -1.168
H 3.407 0.805 1.719
H 1.030 1.831 2.158
H 2.437 -0.562 2.277
H -0.422 2.595 0.464
H 1.535 3.153 -0.218
H -1.374 1.726 1.643
H 3.189 2.569 -0.089
H 0.835 0.934 -1.173
H 4.202 -0.470 -0.225
H -5.628 1.985 -2.758
H 0.317 0.224 2.220
H 3.082 -1.809 0.173
H 0.966 -4.961 -0.767
H -0.660 -4.964 -0.519
H 2.438 2.776 -1.680
*
```

gap between HOMO and LUMO (alpha / beta)	3.8945 / 3.9043	eV

***

No. 2
A molecular structure, C16H41N5O12V in a non-equilibrium geometry. Source: OMol25; level of theory: ωB97M-V/def2-TZVPD.

Geometry as ORCA input:
```
! wB97M-V def2-TZVPD RIJCOSX def2/J DEFGRID3
* xyz 0 2
V -0.131 -0.633 -0.843
O -0.277 3.514 -0.473
O 2.076 -2.866 -2.616
O -3.044 0.669 2.407
O -0.625 -0.542 -5.501
O 2.122 -0.380 -1.196
O -1.690 -0.564 -0.647
O 2.196 3.415 4.395
O 1.162 -4.246 -1.243
O 0.068 -2.492 -1.870
O -1.119 -2.816 0.712
O -0.098 1.396 -0.144
O 1.678 2.646 -0.216
N 1.137 -3.236 -1.918
N -0.132 0.181 -2.843
N 0.794 -1.074 1.159
N 0.445 2.563 -0.259
N -0.319 0.994 3.192
C 1.506 2.670 3.426
C 0.434 1.842 4.127
C -1.942 1.867 -2.963
C 2.954 -0.094 -2.313
C -2.271 -3.590 0.613
C -1.410 0.552 -3.529
C 2.929 -0.487 -0.001
C -2.401 -0.363 3.081
C -1.203 0.647 -5.024
C 1.095 -2.499 1.479
C -0.754 -0.724 -6.900
C -4.004 0.213 1.500
C 2.048 -0.318 1.211
C 3.285 4.122 3.874
C -1.316 0.232 3.939
C -0.168 -3.329 1.606
H 3.675 0.308 0.026
H 0.438 1.023 -2.912
H -3.089 -0.923 3.734
H -0.121 -0.001 -7.428
H -1.781 -0.594 -7.255
H 3.001 4.967 3.248
H -2.730 -3.480 -0.367
H -2.152 -0.220 -3.315
H -0.808 -0.618 4.422
H -2.155 0.888 -5.507
H 3.732 0.621 -2.037
H 0.891 1.271 4.943
H -2.112 -4.660 0.794
H 0.064 -4.376 1.385
H 3.339 -0.995 -2.781
H 3.873 4.447 4.741
H -0.602 -3.290 2.621
H 1.014 3.345 2.711
H -3.571 -0.508 0.788
H -4.833 -0.293 2.011
H -2.267 1.730 -1.936
H -1.265 2.713 -3.080
H -0.256 2.543 4.628
H 1.670 -2.552 2.403
H -1.764 0.782 4.781
H 2.645 -0.593 2.096
H 1.653 -2.907 0.636
H 0.306 -0.558 -3.402
H 3.433 -1.457 -0.072
H 2.184 1.983 2.907
H -0.868 1.648 2.630
H 0.245 -0.721 1.953
H 2.369 0.477 -3.037
H -2.010 -1.076 2.336
H 1.923 0.750 1.374
H -0.503 1.486 -5.207
H 4.026 3.474 3.377
H -3.021 -3.295 1.368
H -4.346 1.026 0.864
H -2.825 2.108 -3.566
H -0.431 -1.743 -7.094
*
```

gap between HOMO and LUMO (alpha / beta)	9.6996 / 9.9818	eV

***

No. 3
3 unconnected molecules or ions with the total composition C4H17N2O2 in a non-equilibrium geometry. Source: OMol25; level of theory: ωB97M-V/def2-TZVPD.

Geometry as ORCA input:
```
! wB97M-V def2-TZVPD RIJCOSX def2/J DEFGRID3
* xyz 1 1
O 1.461 -1.798 2.146
O 1.774 0.748 -2.527
N 0.661 0.643 -0.040
N -1.061 -0.981 1.345
C -0.773 -0.722 -1.538
C 0.847 1.875 0.783
C -1.713 0.079 0.510
C -0.776 0.452 -0.645
H 1.063 -2.097 2.936
H -1.140 1.368 -1.048
H 0.123 -0.930 -1.911
H -2.012 0.998 1.106
H -1.731 -1.833 1.637
H -1.132 -1.691 -1.050
H 1.832 0.044 -3.182
H 0.842 -0.132 0.767
H -1.469 -0.765 -2.364
H 1.227 2.782 0.483
H 1.138 1.398 -2.987
H 1.438 1.430 1.546
H -0.531 -0.647 2.048
H 1.480 -2.595 1.689
H 1.234 0.422 -0.874
H -0.121 2.264 1.010
H -2.661 -0.312 0.163
*
```

gap between HOMO and LUMO	10.4015	eV

***

No. 4
4 unconnected molecules or ions with the total composition C3H16NO4 in a non-equilibrium geometry. Source: OMol25; level of theory: ωB97M-V/def2-TZVPD.

Geometry as ORCA input:
```
! wB97M-V def2-TZVPD RIJCOSX def2/J DEFGRID3
* xyz 2 2
O -1.086 -1.107 -0.879
O 3.293 -2.730 -1.040
O -1.992 -2.889 1.445
O 2.391 2.539 -0.685
N 0.684 0.973 0.477
C -1.701 1.091 1.238
C -0.837 1.195 0.017
C -1.194 0.294 -1.150
H 0.751 0.123 -0.095
H -1.201 -3.381 1.733
H -2.747 0.957 0.935
H 2.894 -2.453 -1.868
H -2.167 0.681 -1.555
H -0.415 0.263 -1.936
H 0.777 0.833 1.483
H -1.493 -1.391 -0.007
H 3.920 -3.455 -0.934
H -2.666 -3.586 1.486
H 3.169 2.873 -0.209
H -0.742 2.181 -0.459
H -2.016 2.041 1.657
H 1.260 1.647 -0.130
H 2.549 2.893 -1.575
H -1.434 0.409 2.050
*
```

gap between HOMO and LUMO (alpha / beta)	9.6934 / 2.4674	eV

***

No. 5
A single C3H6N2O2 molecule in a non-equilibrium geometry. Source: OMol25; level of theory: ωB97M-V/def2-TZVPD.

Geometry as ORCA input:
```
! wB97M-V def2-TZVPD RIJCOSX def2/J DEFGRID3
* xyz 0 1
O -0.886 0.392 -0.145
O -3.138 0.705 0.390
N -0.309 -1.743 0.083
N -1.422 -2.054 0.009
C 0.207 -0.487 -0.331
C 1.551 -0.087 0.409
C -2.169 0.148 -0.442
H 0.390 -0.745 -1.477
H 1.306 0.378 1.337
H 2.132 0.694 -0.159
H -2.468 -0.063 -1.541
H 2.225 -0.901 0.250
H -2.755 0.447 1.282
*
```

gap between HOMO and LUMO (alpha / beta)	7.9276 / 7.7708	eV

***

No. 6
A molecular structure, C17H22N3PPd. Source: OMol25; level of theory: ωB97M-V/def2-TZVPD.

Geometry as ORCA input:
```
! wB97M-V def2-TZVPD RIJCOSX def2/J DEFGRID3
* xyz 4 1
Pd -0.760 -0.225 0.166
P -0.887 1.692 1.374
N -2.536 -0.709 0.920
N 1.553 -0.923 -0.724
N 0.608 -0.610 -3.422
C -3.762 -2.006 2.496
C 4.077 -0.111 -4.031
C 4.327 -1.435 -0.492
C -3.692 -0.298 0.357
C 3.763 -0.962 -1.691
C -0.674 3.023 0.187
C 2.750 0.044 -4.182
C -2.570 -1.546 1.982
C 4.584 -0.627 -2.790
C 1.837 -0.408 -3.118
C 2.361 -0.763 -1.763
C -2.398 1.985 2.293
C -4.957 -1.593 1.915
C -4.913 -0.727 0.828
C 3.472 -1.692 0.570
C 0.482 1.652 2.538
C 2.127 -1.421 0.412
H 1.442 -1.608 1.230
H -2.263 2.922 2.844
H 0.455 2.599 3.089
H -3.248 2.100 1.622
H -1.542 3.097 -0.467
H -0.029 -1.126 -2.819
H 0.256 -0.412 -4.363
H 1.446 1.581 2.035
H -0.595 3.953 0.763
H -3.618 0.372 -0.490
H 0.239 2.915 -0.397
H -5.819 -0.384 0.345
H -2.582 1.185 3.010
H 4.770 0.124 -4.832
H 0.358 0.838 3.253
H 5.663 -0.732 -2.684
H 2.319 0.400 -5.114
H -5.906 -1.942 2.303
H -1.622 -1.846 2.409
H 3.838 -2.092 1.508
H 5.397 -1.606 -0.411
H -3.751 -2.679 3.343
*
```

gap between HOMO and LUMO	4.5372	eV

***

No. 7
2 unconnected molecules or ions with the total composition C3H8N6 in a non-equilibrium geometry. Source: OMol25; level of theory: ωB97M-V/def2-TZVPD.

Geometry as ORCA input:
```
! wB97M-V def2-TZVPD RIJCOSX def2/J DEFGRID3
* xyz 0 1
N -1.667 -2.163 0.879
N -0.709 1.758 0.089
N -0.834 2.726 1.255
N 1.460 -1.489 -1.627
N 1.664 0.539 -1.172
N -0.412 -0.500 -0.281
C 0.955 -0.402 -0.995
C -0.709 -1.781 0.196
C -0.592 0.593 0.681
H -0.180 0.484 2.217
H -0.052 -2.643 -0.100
H -0.509 2.446 2.217
H 1.565 1.419 -0.701
H -2.106 -1.035 0.791
H 2.270 -1.514 -2.108
H 0.703 -2.158 -2.002
H -0.850 3.720 0.661
*
```

gap between HOMO and LUMO	8.8626	eV

***

No. 8
A molecular structure, C20H23ClGeI2N2O3PdS. Source: OMol25; level of theory: ωB97M-V/def2-TZVPD.

Geometry as ORCA input:
```
! wB97M-V def2-TZVPD RIJCOSX def2/J DEFGRID3
* xyz -1 2
I -4.725 -0.996 -5.432
I 1.163 -0.339 -4.521
Pd 0.491 0.494 0.420
Ge 3.158 0.899 2.535
Cl -2.736 1.978 2.850
S 1.822 -2.450 1.051
O 0.048 0.370 -1.714
O -0.050 2.473 0.674
O 0.727 2.068 2.737
N -2.053 0.052 0.407
N -0.117 -2.129 -0.655
C -1.831 -0.536 -4.665
C -1.462 -2.093 -0.630
C -3.372 -0.007 -2.902
C -0.798 -0.197 -3.816
C 0.781 -1.433 0.366
C -2.237 -1.367 0.455
C 0.539 -2.731 -1.663
C -2.710 0.796 -0.647
C -3.133 -0.454 -4.193
C -2.342 0.323 -2.036
C 3.892 1.873 1.011
C 4.208 -0.721 2.842
C -0.975 0.204 -2.459
C -0.119 -3.354 -2.692
C -0.005 2.767 1.894
C -0.727 3.849 2.460
C 3.415 1.984 4.151
C -1.507 -3.387 -2.668
C -2.161 -2.766 -1.627
C 1.208 0.736 2.271
H 3.927 1.224 0.135
H 3.245 2.718 0.774
H -2.211 0.500 1.312
H -2.068 -3.863 -3.462
H 2.997 2.981 4.019
H -1.333 4.457 1.812
H -2.409 1.837 -0.509
H -1.901 -1.715 1.435
H 2.914 1.520 5.002
H 4.419 -1.249 1.914
H -3.240 -2.733 -1.589
H 0.739 0.036 2.965
H 4.897 2.245 1.222
H 0.457 -3.782 -3.498
H 5.149 -0.419 3.308
H -0.650 4.054 3.513
H 4.480 2.071 4.379
H 3.690 -1.404 3.516
H -3.807 0.761 -0.552
H -1.624 -0.858 -5.677
H 1.615 -2.669 -1.614
H -3.284 -1.690 0.334
H -4.392 0.073 -2.542
*
```

gap between HOMO and LUMO (alpha / beta)	6.4925 / 6.4704	eV